DFT (the ωB97M-V functional and the def2-TZVPD basis) results for C4H12N2O in the gas phase in a non-equilibrium geometry.

Positions of all 19 atoms, in Å:
N  2.329  -0.379  -0.250
C  1.615  0.457  0.806
C  0.736  1.439  0.066
N  -0.359  0.769  -0.631
C  -1.645  0.009  -0.525
C  -1.482  -1.324  0.190
O  -2.785  -1.936  0.209
H  3.004  0.183  -0.771
H  2.986  -0.980  0.253
H  2.414  1.029  1.301
H  1.258  -0.286  1.517
H  0.271  2.072  0.839
H  1.307  2.130  -0.541
H  -0.268  0.948  -1.617
H  -2.260  0.628  0.136
H  -1.900  -0.181  -1.568
H  -0.676  -1.937  -0.226
H  -1.230  -1.182  1.242
H  -3.314  -1.461  -0.431

## Properties
**M**: 104.15 g/mol
**Energy above the lowest of the compared OMol25 structures with the same formula, charge and spin**: 291.0 kJ/mol
**Structure (SMILES)**: NCCNCCO

Here are the Löwdin charges for atoms 1 to 4, given in e:
1 N -0.034
2 C -0.256
3 C -0.234
4 N -0.082